C45H95FO9PS | ωB97M-V with the def2-TZVPD basis set

Calculated values
charge	-1
max |F|	0.662	eV/A
orbital gap	0.204	hartree
electronic energy	-89474.2150	eV

Atoms and positions in Å:
S (4.100, 1.338, -5.922)
P (1.191, 1.194, -1.120)
F (0.477, 2.799, -0.869)
O (3.798, -5.280, 4.389)
O (-2.558, 7.027, -1.982)
O (2.792, 7.190, -2.627)
O (-5.514, -1.912, 1.458)
O (4.102, 3.684, 0.226)
O (-1.706, -2.665, -3.590)
O (3.221, -9.523, 2.717)
O (6.423, 10.701, -4.913)
O (-9.788, 0.368, 3.121)
C (0.945, -8.954, 3.082)
C (-6.612, -3.896, 2.169)
C (3.623, -3.182, 0.338)
C (1.905, -0.573, -1.245)
C (-1.519, -3.333, 3.495)
C (5.203, 5.791, 0.146)
C (-1.551, 0.276, -0.764)
C (-6.560, -2.449, 1.731)
C (-10.635, 1.366, 1.137)
C (4.445, 4.670, 0.824)
C (-2.001, -2.190, -1.252)
C (0.468, 7.512, -3.094)
C (-2.588, 5.935, -1.459)
C (0.578, -3.396, 1.995)
C (-2.500, -2.247, -4.670)
C (5.727, 9.717, -5.032)
C (3.828, 2.188, -4.345)
C (4.809, 9.241, -3.937)
C (2.444, -4.156, 0.388)
C (-2.827, 4.677, -2.256)
C (1.780, 1.756, -2.869)
C (-1.146, -0.314, 2.783)
C (1.807, -4.301, 1.779)
C (4.885, -5.670, 4.033)
C (-11.249, 2.208, 3.488)
C (-2.576, -2.452, 2.830)
C (3.292, -0.794, -0.617)
C (5.151, -7.135, 3.796)
C (-2.357, 5.756, 0.021)
C (5.738, 8.898, -6.302)
C (3.247, -1.717, 0.611)
C (-10.486, 1.224, 2.633)
C (-7.876, -1.713, 1.656)
C (1.885, -11.303, 3.557)
C (1.657, 6.767, -2.546)
C (-2.031, -1.296, 1.993)
C (-2.436, -3.036, -2.428)
C (-2.567, -0.765, -1.250)
C (-0.674, -4.132, 2.501)
C (6.027, -4.711, 3.793)
C (2.129, -9.890, 3.081)
C (-0.500, 0.601, -1.821)
C (4.127, 4.854, 2.292)
C (3.197, 1.321, -3.235)
C (1.299, 5.469, -1.879)
H (5.699, -3.694, 3.992)
H (-10.299, 2.354, 0.819)
H (0.157, -9.345, 2.437)
H (-3.713, 4.161, -1.884)
H (1.543, -5.348, 1.924)
H (-0.035, 6.896, -3.840)
H (6.362, -4.783, 2.757)
H (-2.882, -0.751, 1.591)
H (2.812, -11.870, 3.508)
H (-0.331, -0.285, -2.441)
H (5.072, 8.228, -3.634)
H (-3.512, -2.960, -2.607)
H (0.381, -2.875, 1.059)
H (3.937, -1.321, 1.360)
H (-5.605, -4.307, 2.184)
H (-12.319, 2.123, 3.291)
H (6.169, 5.941, 0.633)
H (0.731, 0.882, 0.244)
H (4.244, -7.698, 3.987)
H (-1.490, 5.113, 0.185)
H (-0.877, -2.746, 4.151)
H (-3.208, -2.020, 3.612)
H (-1.424, 0.707, 2.539)
H (4.361, -3.509, 1.076)
H (-0.337, -5.053, 2.975)
H (-7.047, -3.969, 3.167)
H (6.434, 9.335, -7.014)
H (3.161, 3.011, -4.593)
H (-2.210, -4.087, -2.228)
H (3.578, 3.987, 2.652)
H (-1.086, -0.100, 0.152)
H (2.255, -1.659, 1.056)
H (4.635, 6.721, 0.206)
H (1.865, -0.955, -2.266)
H (5.049, 4.966, 2.867)
H (-1.846, -2.081, -5.520)
H (-8.364, -1.700, 2.629)
H (0.546, -8.857, 4.094)
H (3.778, 9.226, -4.287)
H (6.866, -4.957, 4.446)
H (5.946, -7.489, 4.455)
H (-10.040, 0.606, 0.636)
H (-1.242, -0.476, 3.856)
H (2.399, 1.733, -0.558)
H (-3.259, -2.993, -4.923)
H (3.837, 1.334, -2.354)
H (2.177, 4.947, -1.505)
H (3.769, 0.150, -0.357)
H (-2.229, -2.694, -0.311)
H (4.739, 8.873, -6.739)
H (2.583, -4.066, 2.505)
H (-0.095, -0.430, 2.530)
H (-3.009, -1.305, -4.447)
H (3.520, 5.750, 2.434)
H (-11.683, 1.250, 0.852)
H (0.781, 4.815, -2.582)
H (4.691, 0.242, -5.442)
H (-8.537, -2.209, 0.941)
H (1.252, -7.974, 2.724)
H (1.133, -11.784, 2.930)
H (6.040, 7.873, -6.082)
H (1.521, -11.292, 4.586)
H (1.698, -3.829, -0.340)
H (4.100, -3.286, -0.637)
H (-1.461, -1.690, 1.152)
H (-2.055, -4.049, 4.123)
H (-1.299, -4.393, 1.646)
H (0.761, 8.459, -3.547)
H (-2.186, 6.725, 0.484)
H (1.095, 1.464, -3.669)
H (3.934, -1.269, -1.363)
H (0.624, 5.668, -1.045)
H (-7.229, -4.474, 1.479)
H (-3.227, 5.282, 0.480)
H (-3.464, -0.754, -0.624)
H (5.359, 5.540, -0.901)
H (-7.700, -0.690, 1.338)
H (-0.234, 7.703, -2.284)
H (1.770, 2.847, -2.848)
H (-2.884, -0.488, -2.258)
H (4.887, 9.904, -3.079)
H (-10.936, 3.227, 3.256)
H (-2.968, 4.930, -3.304)
H (4.760, 2.641, -4.013)
H (-0.912, -2.128, -1.309)
H (-1.970, 4.006, -2.156)
H (2.808, -5.127, 0.045)
H (-0.921, 1.356, -2.489)
H (0.843, -2.623, 2.716)
H (5.454, -7.303, 2.762)
H (1.205, -1.197, -0.680)
H (-3.220, -3.071, 2.208)
H (-11.058, 2.003, 4.538)
H (3.145, 0.304, -3.622)
H (-2.101, 1.187, -0.526)

Cartesian forces, eV/Å:
S -0.074 0.091 -0.299
P -0.283 -0.518 -0.137
F -0.241 0.281 -0.048
O 0.001 0.024 0.117
O -0.075 0.031 0.038
O -0.017 0.029 -0.005
O -0.008 0.034 -0.056
O 0.127 -0.052 -0.031
O -0.038 0.023 -0.148
O 0.058 -0.119 -0.025
O 0.013 0.019 -0.009
O -0.068 0.002 0.063
C 0.129 0.080 -0.057
C 0.153 0.023 -0.021
C -0.315 -0.141 0.166
C 0.065 0.011 0.243
C -0.407 -0.342 -0.286
C -0.021 -0.099 -0.082
C -0.152 -0.169 -0.410
C -0.027 -0.017 -0.001
C 0.093 -0.125 0.023
C -0.034 0.131 -0.010
C 0.169 0.221 -0.207
C 0.227 0.310 -0.122
C 0.090 -0.169 -0.009
C 0.238 -0.100 0.196
C -0.061 0.148 0.198
C -0.038 -0.038 0.024
C 0.060 0.048 0.418
C 0.193 0.240 0.021
C 0.258 -0.036 -0.127
C 0.026 0.143 -0.120
C 0.237 0.271 0.077
C -0.092 -0.267 -0.168
C 0.054 0.218 -0.537
C 0.003 -0.021 -0.075
C 0.076 -0.092 0.108
C 0.312 0.363 0.242
C -0.282 -0.488 -0.263
C -0.102 0.069 0.100
C 0.045 0.186 -0.020
C 0.124 0.124 -0.045
C 0.541 0.244 0.059
C -0.002 0.048 -0.036
C 0.209 0.009 -0.104
C 0.162 -0.003 -0.039
C -0.196 -0.149 0.084
C 0.147 -0.144 0.438
C 0.177 -0.227 0.157
C -0.027 -0.079 0.142
C 0.371 0.409 -0.029
C -0.125 0.096 0.047
C -0.104 0.094 -0.002
C -0.164 -0.019 0.251
C -0.045 -0.139 -0.017
C -0.407 -0.004 -0.522
C 0.413 0.054 0.040
H -0.010 0.001 -0.005
H -0.080 0.034 -0.008
H -0.051 -0.031 0.067
H 0.061 -0.086 0.058
H -0.133 -0.070 0.120
H -0.116 -0.014 0.073
H 0.063 -0.051 0.015
H -0.055 -0.085 -0.180
H 0.006 0.004 -0.003
H 0.136 -0.065 -0.062
H -0.134 -0.064 -0.044
H -0.109 0.090 -0.018
H -0.199 0.081 -0.024
H 0.032 0.004 0.120
H 0.009 0.011 -0.001
H -0.003 0.073 -0.056
H -0.029 0.065 0.053
H 0.014 0.092 0.033
H -0.007 -0.047 -0.024
H -0.065 -0.139 -0.010
H 0.084 0.044 0.074
H -0.140 -0.038 0.036
H 0.091 0.161 0.100
H 0.049 -0.094 0.036
H -0.069 -0.156 0.050
H -0.083 -0.021 -0.029
H 0.002 0.005 0.004
H -0.070 0.051 -0.105
H -0.035 -0.109 -0.005
H -0.009 -0.007 -0.014
H 0.082 0.336 -0.192
H -0.016 0.044 0.098
H 0.034 0.025 0.039
H 0.043 0.123 -0.168
H -0.008 0.091 0.005
H 0.090 -0.068 -0.104
H -0.086 -0.039 0.002
H -0.069 -0.053 -0.012
H -0.017 -0.150 0.010
H 0.049 -0.046 -0.067
H 0.079 0.028 -0.075
H 0.006 -0.004 0.003
H -0.102 0.126 0.149
H 0.154 0.048 -0.166
H -0.025 -0.107 -0.122
H 0.076 0.010 0.109
H -0.009 -0.033 0.000
H -0.116 0.170 0.072
H -0.171 -0.121 -0.106
H -0.024 -0.091 0.037
H -0.054 -0.118 0.264
H 0.103 0.037 -0.020
H -0.070 0.069 0.016
H 0.066 0.049 0.019
H -0.016 0.091 -0.009
H -0.099 -0.019 0.096
H 0.091 -0.075 0.120
H -0.054 -0.038 0.075
H 0.005 0.006 0.007
H -0.070 0.013 0.058
H -0.095 -0.038 0.002
H -0.089 -0.008 -0.023
H -0.120 -0.055 -0.059
H 0.102 0.162 -0.108
H -0.149 0.049 0.195
H 0.008 0.008 0.175
H -0.075 -0.263 -0.042
H 0.082 -0.021 0.001
H -0.014 0.021 -0.002
H -0.094 -0.140 -0.032
H 0.222 0.098 -0.026
H -0.075 -0.088 -0.038
H -0.073 -0.001 0.052
H 0.048 -0.102 0.006
H -0.081 0.048 -0.022
H -0.024 0.005 -0.009
H -0.003 0.023 0.011
H -0.128 -0.044 -0.091
H -0.060 0.073 0.126
H -0.024 -0.019 -0.120
H -0.006 0.000 0.006
H -0.069 0.017 -0.054
H -0.016 0.017 -0.010
H 0.125 -0.031 -0.033
H 0.127 -0.071 0.021
H -0.008 -0.085 0.124
H -0.025 -0.122 -0.010
H 0.118 0.166 -0.070
H -0.043 0.090 0.047
H 0.078 -0.013 0.013
H -0.216 0.017 -0.075
H -0.109 -0.090 -0.064
H 0.006 -0.005 0.002
H 0.186 -0.203 0.225
H 0.101 0.147 0.312